1.
Entry from the OMol25 dataset: C13H36Cu4O15 as an isolated structure in a non-equilibrium geometry (ωB97M-V/def2-TZVPD).

Cartesian coordinates (Å):
H: -1.47 -5.84 1.49
H: 4.45 1.84 -9.30
H: 4.93 4.31 4.15
C: 1.79 -3.79 -3.90
C: 3.96 2.43 4.10
O: -2.19 3.87 5.21
C: 0.24 -4.26 -3.84
H: 1.81 -3.62 2.09
O: 4.25 0.06 -8.29
H: 5.01 3.16 -7.45
H: -2.69 4.09 6.00
C: -1.34 2.86 5.68
O: 3.73 2.33 -6.15
H: 3.04 2.89 4.47
C: 4.68 3.62 3.35
C: 4.76 2.14 -7.15
H: 3.25 1.54 2.50
C: -2.21 1.80 6.33
H: 3.18 3.63 2.27
Cu: -2.54 -0.25 -2.69
H: 2.36 -4.44 -4.57
H: 0.30 -5.30 -3.54
H: -6.95 -0.85 -1.70
O: 0.52 2.47 0.26
O: 0.17 -2.78 3.05
H: 1.28 -2.01 -3.45
H: 2.98 1.71 -8.42
H: 5.62 1.50 -6.95
O: -6.16 -1.05 -1.20
H: -7.34 0.29 1.51
H: -2.80 1.44 5.49
O: -1.46 0.69 6.68
O: -1.02 1.07 0.25
H: -0.71 3.33 6.44
C: -7.69 -0.26 0.63
H: -0.37 -4.27 -4.74
O: -0.55 -3.65 -2.88
H: 2.30 -3.98 -2.96
H: -7.78 0.55 -0.08
O: 3.88 1.40 3.20
H: -0.62 -4.10 -2.03
O: 0.46 1.02 -1.35
H: -0.77 2.38 4.89
H: 0.86 -5.70 1.72
H: -5.59 -0.97 0.83
H: 5.71 3.38 3.07
C: 0.09 1.44 -0.23
O: 3.95 4.21 2.35
H: 3.87 1.55 -5.59
H: 4.45 2.09 5.01
C: -6.46 -1.15 0.19
H: -2.85 2.21 7.11
Cu: 1.27 3.76 -3.30
Cu: -2.60 3.96 1.48
H: 0.64 -3.07 1.03
Cu: 1.13 6.53 0.72
C: 0.16 -4.94 2.06
O: -8.87 -0.93 0.91
C: 0.72 -3.55 2.00
C: 4.05 1.49 -8.35
H: -6.75 -2.19 0.32
O: 1.83 -2.40 -4.14
H: -0.17 -2.00 2.61
H: 0.08 -5.27 3.09
H: 3.66 -0.27 -7.61
H: -1.25 0.26 5.85
H: -9.15 -1.43 0.14
O: -1.07 -4.99 1.30

Calculated values
F_max (eV Å⁻¹): 5.4
Relative energy (zero: lowest compared OMol25 entry of this formula, charge and spin) (kJ/mol): 1404.5
Net charge: +2

---

2.
Entry from the OMol25 dataset: a 7-piece molecular cluster, C13H36O9 overall in a non-equilibrium geometry (ωB97M-V/def2-TZVPD).

Cartesian coordinates (Å):
H: -1.94 3.83 -2.75
H: -1.56 -3.42 -1.97
O: -1.39 1.85 -2.82
H: -1.75 -1.92 -3.05
C: -1.65 -1.55 -1.00
C: 0.02 -1.19 -5.85
C: -1.02 -2.43 2.45
O: -1.64 -2.19 0.16
H: -0.19 2.34 1.46
H: -0.90 -0.79 -5.42
O: -1.30 -0.43 -1.26
C: 0.96 -1.42 -4.70
O: 0.86 -0.40 -3.79
H: -3.13 -2.48 -2.20
O: 2.62 -1.23 0.55
H: 2.60 0.96 -1.19
C: -1.44 -1.45 1.34
C: 1.32 0.35 5.02
C: -3.51 2.21 2.05
H: 1.25 0.46 6.11
H: 2.42 1.95 4.84
H: 2.08 -0.52 0.90
H: 1.39 2.99 1.79
H: 2.60 -1.89 2.53
C: 0.87 2.18 1.28
O: 1.58 1.64 4.50
H: 0.51 -0.52 -6.56
H: -2.36 -1.01 1.74
H: -1.99 3.07 -1.11
O: -3.61 0.89 2.61
H: 2.08 -0.42 4.88
H: -0.69 -0.65 1.35
H: -0.20 -2.16 -6.30
H: -3.71 2.92 2.86
H: 0.98 2.33 0.21
H: 2.82 1.51 -2.85
H: -1.06 -1.90 3.40
H: -1.74 -3.24 2.54
H: 4.13 -1.24 2.02
C: -1.49 3.09 -2.08
C: 3.30 -1.87 1.69
H: -0.44 3.37 -1.95
C: 1.70 -0.38 -2.62
H: -2.51 2.42 1.67
O: 1.32 0.88 1.75
H: 3.70 -2.85 1.44
C: -2.04 -2.46 -2.15
H: 1.38 1.03 2.70
H: 1.14 -0.85 -1.80
H: 1.24 1.61 -2.12
H: 0.35 0.03 4.66
H: -0.99 1.19 -2.25
H: -0.08 -2.97 2.30
H: -3.07 0.84 3.41
H: -4.22 2.35 1.24
H: 2.55 -1.04 -2.80
C: 2.14 0.99 -2.17
O: 1.73 -2.38 -4.67

Calculated values
F_max (eV Å⁻¹): 2.6
Relative energy (zero: lowest compared OMol25 entry of this formula, charge and spin) (kJ/mol): 0.0
Net charge: 0

---

3.
Entry from the OMol25 dataset: a 6-piece molecular cluster, C13H37ClNO7 overall (ωB97M-V/def2-TZVPD).

Cartesian coordinates (Å):
O: 3.34 2.80 -2.44
H: 5.71 3.96 -0.32
H: -1.06 2.39 0.42
C: 0.05 0.79 1.49
O: -1.87 -1.58 2.07
C: -2.79 0.29 5.19
H: 1.09 -2.28 -3.21
H: 1.79 2.07 0.21
H: -1.48 -4.94 2.01
H: -3.38 2.36 5.19
O: -0.50 0.83 -3.34
H: 5.90 2.74 -1.59
H: 1.51 -3.53 -1.14
H: -0.69 -3.43 -1.86
H: 0.68 1.35 2.19
H: 4.34 4.54 -2.34
H: -0.33 -0.11 1.98
O: 0.92 -0.79 -0.07
O: 1.12 -4.35 -1.45
C: 0.64 -3.22 -3.56
H: 4.87 2.41 -0.20
O: -1.68 0.44 4.28
H: 0.33 0.67 -2.86
C: 4.01 3.77 -1.65
H: -2.31 1.91 6.52
H: -2.57 -0.51 5.91
C: -3.14 1.57 5.90
C: 0.86 0.91 -5.37
H: -0.24 -2.82 2.42
C: 0.09 -4.00 -2.38
H: 1.40 -3.80 -4.08
C: -2.02 -4.02 2.21
H: 1.80 0.77 -4.83
H: 1.07 1.50 -6.26
H: -4.00 1.43 6.56
H: -0.16 -2.96 -4.27
H: -1.63 2.01 2.06
C: 5.19 3.19 -0.90
C: -0.16 1.60 -4.50
H: 0.50 -0.07 -5.68
H: -1.11 1.74 -5.03
O: 1.58 1.30 -0.35
H: -0.93 0.72 4.81
H: 0.19 2.59 -4.20
H: -0.34 -4.94 -2.71
H: -3.63 -0.05 4.57
N: -2.24 0.65 0.61
H: -2.19 -0.27 1.16
H: 3.31 4.25 -0.95
Cl: -1.99 0.26 -1.06
H: -3.17 1.05 0.69
H: -2.10 -1.50 3.01
C: -1.20 1.60 1.15
H: -2.94 -4.03 1.62
H: -0.91 -2.83 0.79
C: -1.17 -2.83 1.85
H: -2.29 -4.01 3.27
C: 0.90 0.34 0.32
H: 3.02 2.10 -1.86

Calculated values
F_max (eV Å⁻¹): 0.5
Net charge: +1

---

4.
Entry from the OMol25 dataset: a 8-piece molecular cluster, C13H37N8O18P overall in a non-equilibrium geometry (ωB97M-V/def2-TZVPD).

Cartesian coordinates (Å):
P: -1.67 1.97 -1.21
N: 1.99 1.58 3.25
O: -4.09 0.58 -0.58
H: 3.68 2.31 4.24
H: 4.04 -2.98 4.94
H: 2.96 7.06 -3.24
N: -4.19 -0.78 -0.75
C: 1.76 1.60 -1.53
H: -0.41 0.98 0.58
H: -5.98 -4.22 -1.08
C: -3.37 1.18 -1.71
N: 4.23 -1.41 6.30
H: 2.80 -0.80 -1.62
O: 1.92 2.66 7.19
H: 3.24 0.71 7.54
C: 1.83 -0.82 0.34
O: -5.23 -1.13 -0.30
H: 1.26 -1.62 -1.58
O: -3.37 -5.47 -1.85
H: -3.74 -8.32 -2.71
C: -1.47 0.88 0.31
H: -4.82 -8.23 -4.13
C: 2.64 2.61 4.10
O: 1.52 1.94 2.19
H: -4.39 -3.41 -1.16
H: 2.62 1.73 -2.22
H: 2.58 3.57 3.60
H: 2.11 2.62 5.05
H: 2.33 0.32 9.03
N: -4.52 -5.26 -2.15
C: -1.11 2.82 -6.70
O: 4.75 -0.58 5.58
H: 2.23 0.07 0.83
H: 1.78 -0.32 7.46
H: 0.85 -1.03 0.79
H: 2.60 -1.93 5.11
C: -5.13 -3.98 -1.71
O: 1.98 0.44 3.67
H: -2.35 3.22 -1.13
O: -3.45 -10.68 -3.06
C: 3.40 -2.45 5.63
H: 2.12 7.05 -1.66
O: 0.28 1.66 8.18
O: 1.08 0.38 -1.72
H: -1.09 1.47 -2.40
N: -0.80 3.14 -5.28
C: 2.67 6.45 -2.38
C: 0.82 2.82 -1.70
O: -0.23 2.83 -0.75
C: 1.78 -0.73 -1.20
N: -3.65 -9.97 -4.02
N: 1.41 1.71 7.77
O: 4.68 6.82 -1.31
H: -4.04 2.01 -2.01
H: 2.49 -1.67 0.60
N: 3.91 5.97 -1.72
H: 0.50 2.96 -2.74
O: 0.36 3.37 -5.01
H: -3.30 0.45 -2.52
H: -2.11 1.22 1.13
H: -5.45 -3.44 -2.60
O: 4.08 4.78 -1.64
O: -1.73 3.15 -4.49
H: -0.54 1.93 -6.96
C: -3.83 -8.51 -3.77
H: -3.05 -7.99 -4.33
C: 2.27 0.51 7.97
H: 2.19 1.70 -0.52
O: -5.23 -6.02 -2.78
H: 3.01 -3.11 6.39
H: -1.63 -0.17 0.05
O: -3.73 -10.34 -5.17
O: 4.34 -1.45 7.51
H: 2.09 5.59 -2.70
H: -0.80 3.67 -7.30
H: 1.46 3.69 -1.46
H: -2.18 2.64 -6.79

Calculated values
F_max (eV Å⁻¹): 1.7
Relative energy (zero: lowest compared OMol25 entry of this formula, charge and spin) (kJ/mol): 0.0
Net charge: 0

---

Number 1: E_tot -8206.22638 a.u., HOMO energy -12.11 eV, Kohn-Sham gap 3.266 eV. Number 2: E_tot -1193.98854 a.u., HOMO energy -9.60 eV, Kohn-Sham gap 9.800 eV. Number 3: E_tot -1558.83966 a.u., HOMO energy -12.14 eV, Kohn-Sham gap 8.722 eV. Number 4: E_tot -2650.39983 a.u., HOMO energy -9.11 eV, Kohn-Sham gap 8.843 eV.